[1]
{
  "formula": "C9H10O2",
  "method": "ωB97M-V/def2-TZVPD",
  "total_energy_ha": -499.18639,
  "orbital_gap_ev": 7.6,
  "e_lumo_ha": 0.007,
  "e_above_lowest_kcal_mol": 154.0,
  "multiplicity": 1,
  "elements": ["C", "C", "C", "C", "C", "C", "C", "C", "C", "O", "O", "H", "H", "H", "H", "H", "H", "H", "H", "H", "H"],
  "positions_angstrom": [[1.1018, -1.0997, 1.8359], [1.6217, 0.1049, 2.1314], [1.0247, -1.6466, 0.5187], [2.1237, 1.0742, 1.1516], [1.6677, -0.9514, -0.3137], [2.1135, 0.4401, -0.1694], [2.0775, -0.0671, -1.3736], [-2.3369, -0.3443, -0.6361], [-1.2609, -0.0020, -1.3426], [1.9305, 0.1074, -2.6767], [-1.2845, 0.8644, -2.4000], [0.8315, -1.6769, 2.7609], [1.7423, 0.3202, 3.2060], [0.6632, -2.6762, 0.3438], [3.0861, 1.5877, 1.5734], [1.2328, 1.8694, 1.1375], [-2.4227, -1.1398, 0.0194], [-3.3010, 0.1599, -0.6472], [-0.3202, -0.4013, -1.1858], [2.1445, 0.9631, -3.0066], [-0.5017, 1.4639, -2.2706]]
}

***

[2]
{
  "formula": "C9H10O3",
  "method": "ωB97M-V/def2-TZVPD",
  "total_energy_ha": -574.54170,
  "orbital_gap_ev": 8.8,
  "e_lumo_ha": 0.008,
  "e_above_lowest_kcal_mol": 90.5,
  "multiplicity": 1,
  "elements": ["C", "C", "C", "C", "C", "C", "C", "C", "C", "H", "H", "H", "H", "H", "H", "H", "H", "H", "H", "O", "O", "O"],
  "positions_angstrom": [[-2.5540, -0.3835, -1.4504], [-1.1597, -0.1551, -0.7642], [-1.1055, -0.8561, 0.4933], [-0.1379, -0.6571, 1.4768], [0.9825, -0.0350, 1.0488], [2.1680, -0.1444, 1.9055], [1.0292, 0.5717, -0.2373], [0.0348, 0.5320, -1.1869], [0.1269, 1.1545, -2.4129], [-3.1525, -1.4066, -1.1775], [-3.1872, 0.6456, -1.0944], [-2.3714, -0.1877, -2.8434], [-2.0479, -1.5519, 0.5910], [-0.9528, -1.6359, 2.8185], [1.8456, -0.7683, 2.8002], [2.3990, 0.8816, 2.3241], [3.0778, -0.4055, 1.3387], [2.7696, 1.4273, 0.2268], [1.1119, 1.5119, -2.7632], [-0.1872, -1.1034, 2.7368], [2.2000, 1.1674, -0.6801], [-0.8890, 1.3983, -3.1500]]
}

***

[3]
{
  "formula": "C9H10O3S",
  "method": "ωB97M-V/def2-TZVPD",
  "total_energy_ha": -972.73418,
  "orbital_gap_ev": 8.7,
  "e_lumo_ha": 0.018,
  "e_above_lowest_kcal_mol": 55.1,
  "multiplicity": 1,
  "elements": ["C", "C", "C", "C", "C", "C", "C", "C", "C", "O", "O", "O", "S", "H", "H", "H", "H", "H", "H", "H", "H", "H", "H"],
  "positions_angstrom": [[2.9327, 0.4556, -0.0654], [1.8458, 1.1140, -0.7007], [2.8777, -0.8304, 0.3661], [0.7039, 0.4403, -1.0102], [1.6658, -1.5157, 0.1017], [0.6179, -0.9349, -0.5689], [-1.7727, -0.5095, 0.4885], [-2.4441, 2.0771, 1.1927], [-0.6724, -1.5554, -0.7383], [-2.0036, -0.7703, 1.6108], [-2.1704, 1.4206, -1.4072], [-1.0160, -2.8485, -0.4200], [-2.7345, 0.8850, -0.1552], [3.8447, 1.0275, -0.1378], [1.8045, 2.1037, -1.0145], [3.7326, -1.3893, 0.6767], [-0.2241, 0.7822, -1.3500], [1.7493, -2.4769, 0.4807], [-1.8032, 1.7690, 1.9813], [-3.4345, 2.3439, 1.6861], [-2.0541, 3.0227, 0.6339], [-1.1573, -1.3276, -1.7229], [-0.2880, -3.2832, 0.0725]]
}

***

[4]
{
  "formula": "C9H10O5",
  "method": "ωB97M-V/def2-TZVPD",
  "total_energy_ha": -725.17584,
  "orbital_gap_ev": 8.7,
  "e_lumo_ha": 0.014,
  "e_above_lowest_kcal_mol": 0.7,
  "multiplicity": 1,
  "elements": ["O", "C", "O", "H", "C", "O", "H", "C", "C", "C", "C", "C", "C", "C", "H", "O", "H", "O", "H", "H", "H", "H", "H", "H"],
  "positions_angstrom": [[2.5017, 1.5860, 0.4908], [2.7753, 0.9671, -0.4989], [3.8681, 1.1934, -1.2109], [3.8983, 0.5742, -1.9640], [1.8734, -0.1465, -1.0565], [2.5453, -0.7109, -2.1681], [2.0199, -1.4373, -2.5175], [0.4821, 0.4243, -1.4318], [-0.5702, 0.0540, -0.4233], [-1.6156, -0.7960, -0.7453], [-2.5670, -1.1388, 0.2017], [-2.4834, -0.6403, 1.4908], [-1.4236, 0.2168, 1.8211], [-0.4827, 0.5578, 0.8706], [0.3357, 1.2136, 1.1314], [-1.3791, 0.6837, 3.1114], [-0.6068, 1.2515, 3.2119], [-3.4123, -0.9779, 2.4212], [-3.1799, -0.5284, 3.2455], [-3.3848, -1.7967, -0.0435], [-1.7014, -1.1946, -1.7455], [0.2066, 0.0326, -2.4136], [0.5478, 1.5114, -1.5141], [1.7528, -0.8989, -0.2633]]
}